1.
10
Properties=species:S:1:pos:R:3:forces:R:3 method="wB97M-V/def2-TZVPD" charge=0 homo_lumo_gap_ev=8.83 relative_energy_kcal_mol=16.77 energy_ev=-40528.289 e_homo_ev=-8.346 smiles="ClC1(Cl)C=CSN1"
C 0.2106 -0.1397 0.7574 3.6 0.6 -0.3
C -0.9761 0.0645 0.2035 -0.3 -0.3 0.6
C 1.4437 0.2246 -0.2661 -2.8 0.9 1.1
N 0.8171 0.8029 -1.4134 -0.9 -0.5 2.2
S -0.9191 0.6389 -1.4202 0.4 0.2 -0.5
Cl 2.5253 -1.1040 -0.6201 0.3 -0.6 -0.2
Cl 2.4344 1.4187 0.7472 0.0 0.1 -0.5
H 0.6859 -0.2730 1.7923 -1.7 -0.2 -1.5
H -1.9769 -0.0541 0.6590 0.8 0.1 -0.3
H 1.2527 0.8910 -2.2978 0.5 -0.2 -0.6


2.
15
Properties=species:S:1:pos:R:3:forces:R:3 method="wB97M-V/def2-TZVPD" charge=0 homo_lumo_gap_ev=10.57 relative_energy_kcal_mol=128.67 energy_ev=-10878.038 e_homo_ev=-9.754
C -0.5469 1.4755 -0.1429 1.4 -0.8 3.5
C 0.8574 1.0163 0.2146 3.5 1.7 -0.5
C 1.4551 -0.3948 -0.0992 3.5 4.6 -0.9
C 0.8519 -1.4518 0.1978 -3.0 -7.4 0.6
C -1.6011 -1.3199 -0.1819 -1.4 3.3 0.1
H -0.3546 2.5716 -0.1041 -1.7 -0.5 0.3
H -0.7563 1.1061 -1.0794 -0.7 -0.1 -2.3
H 1.4819 1.9216 -0.2883 -0.7 -2.5 0.8
H 1.1290 1.1691 1.2997 -0.8 0.0 -0.9
H 2.6139 -0.5990 -0.3713 -2.9 1.0 0.6
H 1.2882 -2.5272 0.1777 -0.5 2.2 0.0
H -2.1964 -1.9833 -0.8826 1.4 0.1 1.0
N -2.2016 -0.1426 -0.1543 1.9 -1.5 1.7
O -0.5313 -1.6467 0.6011 0.2 0.1 -0.8
O -1.4892 0.8051 0.8132 -0.2 -0.1 -3.3


3.
21
Properties=species:S:1:pos:R:3:forces:R:3 method="wB97M-V/def2-TZVPD" charge=0 homo_lumo_gap_ev=8.58 relative_energy_kcal_mol=71.99 energy_ev=-9863.244 e_homo_ev=-7.593 smiles=C[C@H]1[C@H](N)[C@]1(C)NN
C 0.2297 -0.7917 -0.9190 -2.0 0.1 0.6
C -0.1968 1.6780 -0.4812 -0.4 -0.2 0.2
C -2.4461 -0.1838 0.4032 -1.0 0.5 -0.6
N 1.2327 0.3961 1.2133 -1.5 0.3 -1.5
C 0.0776 0.2946 0.0687 3.8 -0.3 2.4
N 2.5575 0.7243 0.7639 -0.6 -0.3 -0.4
N 1.0701 -1.9101 -0.7542 0.7 0.0 0.4
C -1.0285 -0.6425 0.3510 0.8 0.1 -1.5
H 1.2760 -0.4749 1.7447 0.0 0.3 -0.4
H 0.0946 -0.5181 -1.9630 -0.4 -0.1 0.2
H 2.5869 1.7184 0.5448 -0.1 -0.2 0.2
H 2.7864 0.2221 -0.1003 -0.1 0.1 0.2
H 0.9341 -2.6630 -1.4189 -0.2 0.2 0.2
H 1.0974 -2.2679 0.1957 0.1 0.1 -0.3
H -0.8859 -1.5359 0.9480 0.7 0.2 0.1
H -0.6810 2.2779 0.2928 0.2 0.1 -0.1
H -0.8704 1.6607 -1.3429 0.0 -0.2 0.1
H 0.7229 2.1549 -0.8304 0.0 -0.1 0.3
H -2.5806 0.9019 0.4622 0.4 0.0 -0.1
H -3.0206 -0.4945 -0.4778 -0.1 -0.1 0.2
H -2.9561 -0.5466 1.2995 0.1 -0.3 -0.1


4.
18
Properties=species:S:1:pos:R:3:forces:R:3 method="wB97M-V/def2-TZVPD" charge=+1 homo_lumo_gap_ev=10.46 relative_energy_kcal_mol=96.10 energy_ev=-9807.581 e_homo_ev=-13.852 smiles="[H]/N=C1/CC=C[N@@H+](C)N1"
C -1.2909 1.0157 -0.6492 -0.9 0.9 -0.6
C -0.7010 1.1786 0.5289 -0.8 -0.9 -2.2
C 0.4968 -0.3641 -1.6963 4.0 -1.9 1.8
C -0.8662 0.1681 -1.8460 -0.8 -2.3 3.7
C 0.3378 -0.5791 1.7749 0.1 0.5 -0.1
N 1.1404 -1.1560 -2.4450 -2.9 1.5 -0.7
N 1.2121 0.0837 -0.4602 1.1 0.3 0.7
N 0.5610 0.5402 0.7397 1.3 -1.0 1.0
H -2.2310 1.5854 -0.8137 0.5 -0.8 0.4
H -1.2144 1.3848 1.4260 -0.3 1.1 0.7
H -1.5713 -0.7616 -1.8247 1.0 1.8 -0.7
H -0.8548 0.7362 -2.6877 -0.7 1.3 -2.8
H -0.6700 -0.4945 2.1084 -0.6 0.0 0.4
H 0.4624 -1.4954 1.2812 0.0 -1.2 -1.0
H 1.0134 -0.6268 2.6097 0.5 0.8 0.2
H 2.0912 -1.3901 -2.2964 0.9 -0.2 0.7
H 2.1803 -0.2281 -0.1215 -2.0 0.1 -1.6
H 1.2247 1.2340 1.1177 -0.4 -0.2 0.1


5.
14
Properties=species:S:1:pos:R:3:forces:R:3 method="wB97M-V/def2-TZVPD" charge=-1 homo_lumo_gap_ev=8.54 relative_energy_kcal_mol=24.33 energy_ev=-8362.270 e_homo_ev=-4.178
C 0.7769 -1.0701 -0.3874 1.6 -1.9 2.3
O -0.2764 -0.5765 0.3268 -1.8 -0.2 -1.2
C 1.9211 -0.8850 0.6009 0.3 1.5 -0.2
H 1.0197 -0.7066 -1.3676 -0.2 0.9 -0.7
H 0.9107 -2.1981 -0.4923 -1.5 0.4 -0.3
H 1.7370 -1.4978 1.4867 -0.2 0.5 0.1
H 1.9860 0.2105 0.7753 0.0 -0.7 0.6
H 2.8601 -1.1885 0.2216 1.4 -0.5 -0.7
H -1.4292 1.2320 -1.7835 -1.2 -1.8 0.9
H -1.3026 0.0787 -0.5880 -1.3 0.1 -2.3
O -1.9306 0.4079 -1.4641 2.4 1.2 1.0
H -0.6519 1.7698 1.8815 0.6 0.0 -2.6
H -0.3080 0.7671 0.5718 0.1 1.3 1.0
O -0.4192 1.8267 0.8890 -0.3 -0.7 2.1


6.
45
Properties=species:S:1:pos:R:3:forces:R:3 method="wB97M-V/def2-TZVPD" charge=0 homo_lumo_gap_ev="5.23 / 4.99" energy_ev=-64632.351 e_homo_ev="-7.799 / -7.800"
C 0.9919 -3.0678 2.5645 1.0 0.2 -1.0
C -0.3764 -2.8446 2.1842 0.7 -0.4 -0.2
C -0.3578 -2.4281 0.8178 0.8 0.1 -1.3
H -1.2532 -3.0109 2.8120 0.4 0.1 -0.2
C 1.0010 -2.2898 0.3845 -1.8 -1.3 -0.1
C 1.8267 -2.7390 1.4844 -0.4 -0.7 1.8
H 2.9163 -2.8210 1.4593 -0.5 0.2 0.1
H 1.3112 -3.4580 3.5241 -0.1 0.3 -0.1
H -1.2278 -2.3290 0.1680 0.3 0.0 0.5
H 1.3369 -2.0344 -0.6303 -0.1 -0.1 0.7
C -0.7103 2.2804 0.6961 0.9 -0.1 0.2
C -0.4276 2.5845 2.0435 -0.2 0.2 -1.3
C 0.9836 2.8730 2.1760 1.8 0.0 -2.1
H -1.1361 2.6611 2.8316 -0.4 0.0 0.5
C 1.5883 2.6820 0.9052 -0.8 0.5 2.0
C 0.5553 2.2688 -0.0135 -0.7 1.2 0.7
H 0.7066 2.1532 -1.0838 -0.1 -0.2 0.2
H -1.6963 2.1724 0.2610 0.2 -0.1 0.2
H 1.4835 3.2454 3.0679 -0.2 -0.4 -0.2
H 2.6381 2.8332 0.6489 -0.4 -0.2 0.2
Sc 0.1575 -0.1034 1.2402 -0.3 1.2 2.5
O -0.8997 -0.0204 -0.5840 -0.7 -1.6 -2.6
C -2.0136 -0.4789 -1.3702 1.7 -1.3 -0.2
C -0.7870 -0.9260 -2.1358 -2.3 0.7 2.7
H -2.5739 -1.3769 -1.0174 0.1 1.1 0.3
H -2.6001 0.3557 -1.7207 -0.3 -0.1 -0.3
H -0.4743 -1.9394 -1.9132 0.1 0.1 0.0
H 1.0256 -1.8587 -3.8329 -0.1 0.6 -0.4
C 0.6799 -0.8456 -4.0962 -0.5 0.6 0.4
C -0.2458 -0.2155 -3.2194 1.1 1.8 -1.8
C -0.6451 1.1367 -3.4811 0.2 -0.7 0.2
H -1.3019 1.6609 -2.7490 0.6 -0.4 -0.8
C -0.1767 1.7805 -4.6232 -0.4 0.0 0.2
H -0.5318 2.7960 -4.7942 0.3 -0.2 -0.1
C 0.6548 1.1264 -5.5471 0.0 -0.5 1.1
H 0.9824 1.6450 -6.4381 0.0 -0.1 0.0
C 1.1059 -0.1709 -5.2516 -0.2 -0.2 0.0
H 1.7731 -0.6867 -5.9439 -0.1 0.2 0.2
F -0.8650 -2.0889 4.9404 -0.5 -0.4 -0.4
Te -0.6295 -0.1247 4.9318 0.7 -0.1 3.1
F -2.5121 -0.0031 4.7588 0.6 0.0 -0.1
F 2.0106 -0.0064 1.4752 0.3 -0.1 -0.4
F -0.5834 1.8354 5.1619 -0.4 0.4 -0.5
F -1.0837 -0.1846 6.9240 0.0 0.0 -1.0
O -0.6199 -0.0382 2.9842 -0.1 -0.1 -2.4


7.
25
Properties=species:S:1:pos:R:3:forces:R:3 method="wB97M-V/def2-TZVPD" charge=-1 homo_lumo_gap_ev=6.91 energy_ev=-63588.946 e_homo_ev=-6.943
C 2.0088 0.6456 2.0471 -8.1 -4.6 -2.9
C 0.7562 0.1056 1.7074 8.2 2.6 1.8
C -0.5892 -0.7152 1.1949 1.2 1.3 -0.1
C -1.9630 0.1657 1.3257 -3.5 -2.0 -1.4
C -3.2350 -0.4164 0.8067 3.4 3.9 2.4
N -3.3708 -1.7891 0.1865 -0.7 -2.4 7.5
C -3.4285 -2.6450 1.2938 1.1 1.7 -1.7
S -3.2974 -3.6743 2.6484 -0.6 3.4 -4.7
C -4.3110 0.7866 1.0946 -6.5 1.0 -0.5
O -5.6423 0.8537 1.0019 8.8 -1.0 0.4
O -3.6791 2.0605 1.5660 2.8 -4.5 0.2
C -2.2900 1.6442 1.9510 3.9 2.3 2.9
O -1.4636 2.3502 2.7267 -6.1 -4.6 -5.4
H 3.1805 0.8578 2.1405 -3.5 -0.4 -0.3
H -0.4417 -0.9357 0.0310 -0.2 0.8 2.4
H -0.6532 -1.7934 1.6986 0.0 2.7 -0.7
N 3.0492 0.8535 -3.3425 -0.4 -0.5 0.2
S 4.2043 0.8547 -2.2784 3.8 0.7 2.8
O 5.0798 -0.3115 -2.2343 -1.7 1.0 -0.3
O 3.9489 1.5109 -1.0014 -0.5 -1.0 -1.6
F 5.1875 1.9240 -2.9559 -0.7 -0.1 -0.6
S 1.9319 -0.1914 -2.9798 -3.6 -2.1 -0.3
O 1.0106 -0.4749 -4.0797 1.7 1.2 1.0
O 1.2898 -0.0902 -1.6751 1.1 0.4 -1.2
F 2.7173 -1.5759 -2.8735 0.2 0.2 0.0


8.
25
Properties=species:S:1:pos:R:3:forces:R:3 method="wB97M-V/def2-TZVPD" charge=+2 homo_lumo_gap_ev=9.41 relative_energy_kcal_mol=19.61 energy_ev=-14540.057 e_homo_ev=-18.579
C -0.5394 -0.8087 -0.0960 1.1 4.6 0.2
C 1.8666 -0.7232 0.2548 0.9 0.9 -1.6
C 1.9137 0.6561 0.8442 0.5 -0.2 0.9
C 0.7972 1.7035 0.6019 -0.7 -1.1 1.5
C -0.0658 1.3825 -0.5163 -1.6 -3.1 0.1
C 0.6075 -2.8649 0.4085 1.4 0.7 1.4
C -2.9418 -1.0055 -0.2700 -3.1 -0.4 -0.6
N 0.5979 -1.3385 0.2394 -2.7 -2.7 -0.4
N 0.7202 1.2466 -1.7498 1.4 -0.1 -1.4
O 2.7831 -1.3067 -0.2580 -0.4 0.6 0.8
O -1.6418 -1.3955 0.0047 2.9 -0.6 0.9
H 1.7939 0.4604 1.9407 1.0 0.2 -0.7
H 2.8984 1.0454 0.5574 -0.1 -0.1 0.6
H 0.1347 1.6497 1.4802 0.3 0.7 -0.2
H 1.2760 2.6732 0.5144 -0.2 0.4 0.0
H -1.0838 1.7885 -0.6312 0.8 0.0 -0.1
H -0.3506 -3.3639 0.2194 0.5 0.5 -0.7
H 0.7262 -2.9360 1.5106 0.4 -0.5 -0.7
H 1.5457 -3.1117 -0.1555 -1.3 -0.6 0.6
H -3.0250 -0.0212 -0.7664 0.2 -0.4 0.4
H -3.5474 -1.0717 0.7048 0.9 0.2 -1.6
H -3.2156 -1.8244 -0.9836 -0.7 1.0 0.6
H 0.4397 1.9128 -2.4931 -0.1 -0.4 0.1
H 0.6522 0.2666 -2.0926 0.1 0.9 -0.3
H 1.7636 1.4353 -1.6085 -1.5 -0.3 0.0


9.
16
Properties=species:S:1:pos:R:3:forces:R:3 method="wB97M-V/def2-TZVPD" charge=0 homo_lumo_gap_ev=9.26 relative_energy_kcal_mol=66.72 energy_ev=-9877.167 e_homo_ev=-8.436 smiles="C=C(C)N.O=CO"
C -0.3341 1.4367 -0.8913 2.2 3.1 -1.9
C 1.2797 -1.3425 -0.2063 0.0 0.1 0.1
N 0.1384 0.5141 0.9041 1.4 -0.1 -0.8
C 0.0788 -0.8492 0.5426 -0.1 0.5 -0.4
C -1.0561 -1.5376 0.6566 0.2 -0.4 0.5
O 0.8430 1.9127 -0.9212 -2.0 -0.4 -0.6
O -1.3909 2.2442 -0.6089 0.1 -0.6 0.4
H -1.0393 3.0568 -0.2165 0.1 0.0 -0.1
H 1.0065 1.1311 0.5397 -2.4 -1.7 1.9
H -0.6231 0.8247 1.4967 0.6 0.3 0.1
H -0.6544 0.6972 -1.6364 -0.1 -0.7 0.9
H 2.1789 -1.1788 0.3881 0.1 -0.1 0.0
H 1.4141 -0.7902 -1.1384 0.0 0.1 0.0
H 1.1776 -2.3956 -0.4463 0.0 -0.1 0.1
H -1.1253 -2.5556 0.3068 0.1 -0.1 0.0
H -1.8938 -1.1679 1.2307 -0.1 0.2 -0.1


10.
26
Properties=species:S:1:pos:R:3:forces:R:3 method="wB97M-V/def2-TZVPD" charge=0 homo_lumo_gap_ev="7.22 / 7.90" relative_energy_kcal_mol=111.51 energy_ev=-13675.900 e_homo_ev="-6.867 / -7.557" smiles="CC(C)C1=c2occc2=CCC1"
C -2.5231 -0.5328 2.8163 -1.5 -0.6 1.5
C -2.8814 -0.3895 0.2882 -1.1 -0.2 -0.8
C -1.5132 -0.1818 3.6257 0.1 0.2 -3.2
C -2.1932 -0.1884 1.4497 0.7 -0.7 1.2
C -0.8581 0.2533 1.5539 1.8 1.4 -4.5
C 0.0621 0.5999 -0.0536 -4.3 -1.3 4.0
C -2.2450 0.1711 -0.9384 -2.0 -0.8 -3.1
C -0.7768 -0.1649 -1.0883 1.5 -1.2 1.0
C 2.1334 -0.2429 0.7725 1.6 -2.2 -0.6
C 2.0137 0.6779 -1.5354 -1.6 1.0 -0.7
C 1.5127 0.8181 -0.0759 -0.7 0.9 -0.4
O -0.4698 0.3430 2.8459 0.2 -0.2 0.2
H -3.4428 -1.0175 3.2337 0.9 0.6 -0.8
H -3.8751 -0.9314 0.2219 1.4 0.9 0.3
H -1.3099 -0.3851 4.6183 0.4 0.0 1.7
H -2.8884 -0.2547 -1.8927 1.8 1.1 2.1
H -2.2942 1.2944 -1.0235 -0.3 -0.8 0.3
H -0.4073 0.0997 -2.0725 -0.2 0.1 -0.3
H -0.5462 -1.3187 -0.9794 -0.6 1.8 -0.1
H 1.8879 -0.2134 1.8051 -0.4 0.5 0.9
H 3.2278 -0.0666 0.6818 -0.4 -0.7 0.2
H 1.8451 -1.3374 0.4702 0.7 2.0 0.1
H 3.0656 1.0137 -1.5781 -0.4 -0.9 -0.2
H 1.4263 1.3472 -2.3289 1.1 -1.4 1.9
H 1.7318 -0.3942 -1.7118 1.2 0.9 -0.7
H 1.7568 1.8195 0.3487 -0.1 -0.5 -0.2


11.
11
Properties=species:S:1:pos:R:3:forces:R:3 method="wB97M-V/def2-TZVPD" charge=0 homo_lumo_gap_ev=9.40 relative_energy_kcal_mol=55.24 energy_ev=-18932.156 e_homo_ev=-8.927 smiles="[H]/N=c1/cn[nH]n1S"
C 1.4639 0.7929 0.8738 0.6 0.2 0.2
C 1.0172 -0.2460 -0.0625 -0.1 -0.2 0.0
H -1.6768 -1.5526 0.3563 0.0 -0.4 0.7
H -1.1163 1.9554 0.1469 0.4 -0.5 0.4
H 2.4792 0.9081 1.2637 -0.5 -0.2 -0.2
H 1.1208 -1.8274 -1.1202 0.2 0.2 0.3
N -0.3059 0.1558 -0.3380 0.0 0.1 0.3
N -0.6448 1.1709 0.6255 -0.2 0.5 -0.4
N 0.5299 1.6037 1.2017 -0.2 -0.2 -0.3
N 1.6750 -1.2485 -0.4752 -0.3 0.0 -0.2
S -1.5295 -0.9086 -0.7883 0.1 0.4 -0.7


12.
50
Properties=species:S:1:pos:R:3:forces:R:3 method="wB97M-V/def2-TZVPD" charge=0 homo_lumo_gap_ev=8.11 relative_energy_kcal_mol=44.27 energy_ev=-43024.525 e_homo_ev=-7.673 smiles="Cc1ccc(-c2nnc(SCC(=O)N3CCN(c4ccccc4)CC3)o2)cc1"
C -8.5191 -1.8130 -0.2082 0.0 0.0 0.1
C -7.1692 -1.1795 -0.0811 0.1 0.1 0.0
C -7.0083 0.1945 -0.2202 -0.1 -0.1 0.0
C -5.7658 0.7813 -0.0856 0.3 -0.1 0.1
C -4.6524 -0.0084 0.1940 -0.6 0.1 -0.1
C -4.8026 -1.3884 0.3362 0.1 0.2 0.0
C -6.0494 -1.9595 0.1989 0.0 0.1 0.0
H -6.1636 -3.0281 0.3093 0.0 -0.1 0.0
H -3.9313 -1.9858 0.5520 0.1 -0.1 0.0
C -3.3463 0.5838 0.3365 1.0 -0.4 0.2
N -2.2284 -0.0272 0.5864 -1.5 -0.8 -0.2
N -1.2586 0.9032 0.6426 0.5 1.4 0.0
C -1.8326 2.0483 0.4165 0.5 -0.5 0.3
S -1.0755 3.5906 0.3659 0.1 0.5 0.0
C 0.6437 2.9918 0.4457 -0.6 -0.1 -0.1
H 1.2609 3.8847 0.3472 0.0 0.0 0.0
H 0.7911 2.5270 1.4146 0.1 0.0 0.0
C 0.8882 2.0705 -0.7477 0.2 0.1 0.1
O 0.5616 2.4238 -1.8646 -0.1 0.2 -0.2
N 1.4899 0.8924 -0.5023 0.4 -0.2 -0.2
C 1.8262 0.3800 0.8151 0.1 -0.2 0.5
H 2.5153 1.0735 1.3101 -0.1 -0.1 0.0
H 0.9147 0.2652 1.4122 0.1 0.0 0.0
C 2.5183 -0.9793 0.6573 -0.1 0.3 0.1
N 3.5771 -0.9131 -0.3151 -0.1 0.0 0.0
C 4.8925 -0.6729 0.0358 0.2 -0.1 0.0
C 5.2943 -0.3881 1.3448 -0.2 0.0 0.1
C 6.6281 -0.2000 1.6524 0.1 0.0 0.0
C 7.6017 -0.2782 0.6727 0.2 0.0 0.1
C 7.2188 -0.5589 -0.6278 0.0 0.1 0.0
C 5.8903 -0.7573 -0.9442 -0.1 0.0 -0.1
H 5.6247 -1.0023 -1.9605 0.0 0.0 -0.1
H 7.9641 -0.6317 -1.4067 0.0 0.0 -0.1
H 8.6412 -0.1246 0.9185 0.1 0.0 0.0
H 6.9059 0.0217 2.6730 0.0 0.0 0.1
H 4.5701 -0.2979 2.1398 -0.1 0.0 0.0
C 3.1189 -0.5386 -1.6433 -0.1 -0.1 -0.3
H 3.1717 -1.3965 -2.3276 0.0 0.1 -0.1
C 1.6761 -0.0293 -1.6053 0.1 0.0 -0.3
H 1.4489 0.5129 -2.5248 0.0 -0.2 0.1
H 0.9659 -0.8574 -1.5121 0.0 0.0 -0.1
H 3.7647 0.2545 -2.0349 -0.1 -0.1 0.0
H 1.7912 -1.7275 0.3275 0.0 0.0 0.1
H 2.9103 -1.3125 1.6167 -0.1 0.0 -0.1
O -3.1565 1.9294 0.2180 -0.1 0.0 -0.1
H -5.6488 1.8486 -0.1978 0.0 0.1 0.0
H -7.8675 0.8119 -0.4387 -0.1 0.0 0.0
H -8.9288 -2.0139 0.7822 -0.1 0.0 0.0
H -9.2097 -1.1594 -0.7350 -0.1 0.0 0.0
H -8.4522 -2.7604 -0.7386 -0.1 -0.1 0.0